Density functional theory data (wB97M-V/def2-TZVPD) for a 14-piece molecular cluster, C18H24BCl39N2 overall in a non-equilibrium geometry.

F_max in hartree/bohr: 0.0311
Total energy in hartree: -18782.0279
Gap between HOMO and LUMO in eV: 9.7
E_LUMO in eV: 0.194
Relative energy (zero: lowest compared OMol25 entry of this formula, charge and spin) in eV: 0.000

Geometry as XYZ:
```
84
C18H24BCl39N2 (wB97M-V/def2-TZVPD)
C -0.84401 -3.62613 2.12195
C 0.19285 -3.94955 1.07841
C 0.88530 -5.29151 1.23524
N 0.45359 -3.14290 0.12177
B 1.74164 -3.21068 -0.49291
C 2.93940 -2.29923 -0.01350
C 3.74479 -2.97385 1.05480
N 4.89617 -3.48063 0.86754
H -1.35329 -4.54471 2.41785
H -0.34925 -3.20384 2.99502
H -1.58590 -2.94072 1.73071
H 1.95966 -5.20670 1.39800
H 0.68125 -5.87836 0.34044
H 0.47499 -5.83018 2.08722
H 1.94040 -3.96813 -1.40429
H 3.61608 -2.14985 -0.85584
H 2.60538 -1.31462 0.32361
H 3.32896 -3.04353 2.05996
H 5.16459 -3.34070 -0.10771
C 3.73659 -1.81519 -4.51805
Cl 2.49144 -3.03773 -4.76588
Cl 4.83334 -2.30101 -3.21754
Cl 4.63385 -1.51912 -6.00290
H 3.25178 -0.89490 -4.22259
C -3.52257 -0.21903 0.02336
Cl -3.62500 0.67393 1.54819
Cl -3.51200 0.88728 -1.35138
Cl -2.09180 -1.25561 0.01511
H -4.40283 -0.84010 -0.05376
C -6.93722 2.44719 1.82614
Cl -7.58403 3.75653 0.82666
Cl -7.17559 2.79551 3.53351
Cl -7.66614 0.90547 1.37639
H -5.87377 2.37962 1.63798
C 7.30353 -5.00647 -6.83762
Cl 8.46092 -3.84821 -7.49714
Cl 8.10596 -6.52614 -6.43062
Cl 6.46712 -4.32203 -5.44546
H 6.56663 -5.21435 -7.60111
C -6.37296 5.20331 6.84342
Cl -7.78161 4.13949 6.90619
Cl -5.21737 4.78426 8.10853
Cl -5.61879 5.14830 5.25335
H -6.71084 6.21537 7.01991
C -11.07732 2.27834 -0.19126
Cl -11.32633 0.98823 0.97956
Cl -11.09597 1.65098 -1.83830
Cl -12.28724 3.55064 0.00877
H -10.10347 2.71339 -0.00694
C 7.69747 -1.47816 1.75903
Cl 7.32228 -0.59020 3.23712
Cl 7.72808 -0.38280 0.37038
Cl 9.22818 -2.33552 1.91444
H 6.91448 -2.20791 1.59325
C 8.16813 3.31377 -0.06079
Cl 8.53591 2.65800 -1.66034
Cl 9.63109 3.89763 0.72570
Cl 6.95823 4.59308 -0.17396
H 7.75782 2.51333 0.54066
C -4.61388 8.42466 2.59072
Cl -5.28948 9.70052 1.57966
Cl -4.81949 8.80397 4.30117
Cl -5.33725 6.86446 2.19716
H -3.55358 8.36235 2.38803
C 7.77206 -6.66348 -1.91797
Cl 6.74990 -5.65623 -0.88937
Cl 6.82633 -7.95302 -2.66602
Cl 8.59469 -5.70475 -3.14432
H 8.52201 -7.12092 -1.28753
C -6.17893 -3.85961 0.56737
Cl -6.96602 -2.42141 1.21506
Cl -4.48498 -3.47900 0.24330
Cl -6.32902 -5.23279 1.65844
H -6.65766 -4.11424 -0.36841
C 12.93464 5.75564 -1.52552
Cl 11.68878 4.54989 -1.83174
Cl 14.00256 5.23554 -0.21992
Cl 13.85802 6.10839 -2.98787
H 12.44676 6.66838 -1.21205
C -15.02647 5.43370 -1.89505
Cl -15.83005 6.72428 -1.00040
Cl -16.19591 4.25966 -2.49608
Cl -14.05591 6.08933 -3.21275
H -14.35968 4.92135 -1.21615
```



Density functional theory data (wB97M-V/def2-TZVPD) for C18H24CaN2O4S6Sb2 as an isolated structure in a non-equilibrium geometry.

F_max in hartree/bohr: 0.0233
Total energy in hartree: -4658.2707
Gap between HOMO and LUMO in eV: 6.1
E_LUMO in eV: 4.301
Relative energy (zero: lowest compared OMol25 entry of this formula, charge and spin) in eV: 0.903
Charge: -2

Geometry as XYZ:
```
57
C18H24CaN2O4S6Sb2 (wB97M-V/def2-TZVPD)
Ca 0.40387 -0.98406 1.11397
O 2.28895 2.60016 1.59395
C 1.74950 1.49763 1.50796
O 1.98339 0.57515 0.66043
C 0.59331 1.07696 2.48499
O 0.88317 0.66714 3.62042
O -0.53012 0.93767 1.92264
C -2.05310 -2.94051 -3.06195
Sb -1.27123 -1.05242 -2.37990
C -2.56957 -0.97165 -0.67263
C -2.66116 0.18666 -3.59531
C -1.93483 0.97832 -4.61488
C -1.65315 0.39890 -5.85163
C -0.89088 1.04400 -6.80972
C -0.38451 2.30601 -6.54169
C -0.65641 2.89746 -5.31973
C -1.43022 2.26373 -4.34809
C -1.64340 2.93277 -3.03762
Sb -0.38537 2.16709 -1.41687
C -0.67512 3.89186 -0.17880
C 1.45149 2.83593 -2.28276
H -1.78722 -3.11483 -4.10429
H -3.13865 -2.95715 -2.95526
H -1.61642 -3.72794 -2.44865
H -3.60287 -1.00882 -1.02506
H -2.43164 -0.05400 -0.10069
H -2.37189 -1.81907 -0.01803
H -3.20670 0.80728 -2.88523
H -3.36973 -0.50048 -4.06211
H -2.03633 -0.59644 -6.05339
H -0.68685 0.55731 -7.75647
H 0.22215 2.82594 -7.27381
H -0.25682 3.88118 -5.09998
H -2.67860 2.83306 -2.70660
H -1.41322 3.99801 -3.11318
H -0.51968 4.79723 -0.76962
H 0.03473 3.85711 0.64223
H -1.68736 3.88663 0.22689
H 1.36872 3.87958 -2.59192
H 1.69446 2.21874 -3.14783
H 2.23166 2.73052 -1.53380
S -2.18967 -8.23045 0.60703
C -1.66648 -6.63733 0.69792
S -2.08070 -5.56495 1.96299
C -1.22651 -4.14218 1.41125
C -0.54593 -4.29928 0.24381
S 0.39647 -3.14521 -0.67591
S -0.65520 -5.89402 -0.46394
S -1.40838 -2.72005 2.41773
N 3.11622 -0.60324 4.79981
C 2.45023 -1.63553 4.20719
N 1.18850 -1.84051 4.62313
S 3.18556 -2.54261 3.01498
H 2.52899 0.19657 4.99262
H 3.92150 -0.33908 4.26285
H 0.69882 -1.03421 4.98329
H 0.59846 -2.39714 4.01792
```



Density functional theory data (wB97M-V/def2-TZVPD) for a 2-piece molecular cluster, C18H24ClN3O4 overall in a non-equilibrium geometry.

F_max in hartree/bohr: 0.0321
Total energy in hartree: -1625.7367
Gap between HOMO and LUMO in eV: 8.9
SMILES: CNC(=O)[C@@H](NC(C)=O)[C@@H](C)O.NCc1ccc(-c2ccoc2)c(Cl)c1
E_LUMO in eV: 0.629
Relative energy (zero: lowest compared OMol25 entry of this formula, charge and spin) in eV: 0.000

Geometry as XYZ:
```
50
C18H24ClN3O4 (wB97M-V/def2-TZVPD)
O -2.41626 4.40645 3.61773
O 1.44870 1.48527 2.82807
Cl 2.73046 -3.56506 -2.80507
O -0.28056 -0.81420 0.35440
O -2.97820 1.73244 3.70438
C -1.41515 4.37471 2.91503
C 0.74007 1.48278 3.83315
C 1.04048 -1.14609 0.49494
C -0.60159 -1.06920 -0.95647
C 1.54527 -1.60447 -0.68917
C 0.47177 -1.56339 -1.66283
C -0.51323 -1.38464 -3.94132
C -0.54142 -1.64969 -5.31375
C 1.42814 -3.00419 -5.07835
C 1.46288 -2.75695 -3.70055
C 0.48752 -1.91802 -3.10528
C 0.43825 -2.45554 -5.90006
N 1.11024 0.88507 4.97292
N 0.48751 -4.15687 -7.63928
N -0.55664 3.36041 2.93351
C -1.11563 5.49768 1.95114
C 2.35815 0.14361 5.14237
C 0.44686 -2.71259 -7.38631
C -1.68605 -0.19361 3.92697
C -0.62528 2.17662 3.80950
C -1.72697 1.21214 3.32488
H -2.94720 2.70047 3.60559
H 1.60877 -1.04448 1.41508
H -1.59023 -0.90099 -1.37073
H 2.57438 -1.90521 -0.84706
H -1.27865 -0.73052 -3.53892
H -1.32422 -1.21175 -5.92581
H 2.18410 -3.64652 -5.52016
H 0.47005 0.91644 5.75151
H 0.44309 -4.35696 -8.63808
H -0.26228 -4.63265 -7.13675
H 0.22754 3.39255 2.29623
H -0.17932 5.97439 2.23603
H -1.92581 6.22489 1.98968
H -1.03415 5.09605 0.94252
H 3.19944 0.74856 4.79703
H 2.50466 -0.11117 6.19291
H 2.32276 -0.77383 4.55187
H -0.44739 -2.28380 -7.85053
H 1.32154 -2.23126 -7.83679
H -2.57651 -0.74015 3.61495
H -1.67014 -0.13633 5.01504
H -0.81188 -0.73390 3.56416
H -0.86505 2.49461 4.82376
H -1.68282 1.12888 2.23796
```



Density functional theory data (wB97M-V/def2-TZVPD) for a 5-piece molecular cluster, C18H24F12O12S overall in a non-equilibrium geometry.

F_max in hartree/bohr: 0.0233
Total energy in hartree: -3199.7916
Gap between HOMO and LUMO in eV: 11.1
SMILES: CCOC(=O)C(F)(F)F.CCOC(=O)C(F)(F)F.CCOC(=O)C(F)(F)F.CCOC(=O)C(F)(F)F.O=S1(=O)OCCO1
E_LUMO in eV: -0.186
Relative energy (zero: lowest compared OMol25 entry of this formula, charge and spin) in eV: 0.000

Geometry as XYZ:
```
67
C18H24F12O12S (wB97M-V/def2-TZVPD)
C -2.65881 0.25749 -1.82761
C -3.99968 0.30919 -2.51630
O -3.74720 0.03084 -3.91199
C -4.76518 -0.45264 -4.60161
O -5.90386 -0.50480 -4.23922
C -4.33545 -0.94272 -5.99357
F -4.15340 -2.27082 -5.96783
F -5.29644 -0.66362 -6.87472
F -3.20424 -0.36613 -6.40562
H -2.18449 -0.69660 -2.06254
H -2.72579 0.42882 -0.75803
H -1.99061 1.00542 -2.26633
H -4.47873 1.28372 -2.42041
H -4.68158 -0.45803 -2.15253
C 2.70858 3.66053 4.08055
C 3.93811 4.52926 4.05280
O 4.81702 4.06416 5.10478
C 5.91783 4.77182 5.28420
O 6.18730 5.81475 4.76799
C 6.88191 4.05662 6.25642
F 7.76620 4.91495 6.75109
F 6.23055 3.47190 7.26892
F 7.54699 3.09756 5.58058
H 2.91785 2.59259 4.13736
H 2.16751 3.79728 3.13980
H 2.05154 3.92498 4.90714
H 3.69650 5.56027 4.30803
H 4.46007 4.50010 3.09911
C 2.11798 0.98999 -1.30621
C 1.26205 0.13464 -2.22925
O 1.62264 -1.25850 -2.13319
C 2.60628 -1.64201 -2.91872
O 3.23280 -0.95698 -3.67454
C 2.90685 -3.14370 -2.76322
F 2.23031 -3.84632 -3.66550
F 4.20735 -3.35793 -2.95010
F 2.57312 -3.58749 -1.54380
H 1.75229 0.93090 -0.28319
H 1.97255 2.02769 -1.62331
H 3.17992 0.76031 -1.34690
H 1.31528 0.41483 -3.27706
H 0.23871 0.19758 -1.86694
C -2.74946 -3.65633 1.73300
C -2.84543 -3.38346 0.24983
O -2.09014 -4.39393 -0.44904
C -1.90399 -4.18330 -1.72676
O -2.32269 -3.26902 -2.37766
C -1.11691 -5.32865 -2.40214
F -1.98414 -6.27966 -2.77408
F -0.48985 -4.89563 -3.48846
F -0.21588 -5.88555 -1.58564
H -3.39187 -4.50900 1.97028
H -3.20507 -2.82706 2.27757
H -1.74060 -3.84835 2.08509
H -2.41482 -2.42473 -0.02648
H -3.88450 -3.43723 -0.07421
C -0.87693 2.41501 1.68414
C -2.15986 1.94360 2.36273
O -2.26928 0.55678 2.02077
S -0.84137 -0.11392 1.78671
O -0.89134 -0.85089 0.57999
O -0.37467 -0.71906 2.97786
O -0.04707 1.25920 1.56337
H -0.32469 3.16066 2.24825
H -1.10433 2.80551 0.68933
H -3.05327 2.48094 2.06377
H -2.08246 2.00417 3.45327
```